2 unconnected molecules or ions with the total composition C8H18FN3O5P. Source: the Open Molecules 2025 dataset; level of theory: ωB97M-V/def2-TZVPD.

Its multiplicity is 1. As for the HOMO energy: -0.428 Eh. The charge is +1. The electronic energy is -1296.97385 hartree.

Geometry (Å):
1 P 1.2251 -0.3935 -2.6325
2 F -3.4368 -1.2774 1.7079
3 O -2.4690 0.3472 -2.1498
4 O -3.4922 -2.1525 -0.3171
5 O -0.0490 1.5100 -1.0141
6 O -0.9761 0.8542 0.8954
7 O 1.0614 -2.1681 1.3825
8 N -3.3364 0.1732 -0.0304
9 N -0.9230 2.9313 2.6600
10 N -0.1114 -1.2038 -2.7097
11 C -2.2885 0.4020 -0.9772
12 C 2.0371 0.0074 0.9457
13 C 2.1765 -1.5255 0.8158
14 C 0.0300 -2.4523 0.4592
15 C 2.2927 0.8515 -0.2889
16 C 1.2383 1.0111 -1.3893
17 C -0.9841 0.8880 -0.3159
18 C -3.4313 -1.1822 0.3908
19 H -0.9248 -2.3430 0.9416
20 H -0.6954 3.9214 2.5653
21 H 3.0036 -1.8542 1.4188
22 H 0.0487 -1.7499 -0.3741
23 H 3.1730 0.4840 -0.7977
24 H -1.9296 2.8212 2.7912
25 H -0.4315 2.5439 3.4662
26 H 1.6413 1.8109 -1.9862
27 H -0.6403 2.4125 1.8093
28 H 1.1081 0.1635 1.4710
29 H 2.5595 1.8548 0.0129
30 H -4.2013 0.4282 -0.4808
31 H 1.5862 0.1695 -3.8724
32 H -0.4894 -1.1469 -3.6429
33 H 2.3525 -1.1415 -2.2404
34 H 2.7983 0.2882 1.6577
35 H 2.3539 -1.8447 -0.2041
36 H 0.1240 -3.4385 0.0320

For reference, the Löwdin charges in units of e are: number 1, P, carries 0.800; number 2, F, carries 0.150; number 3, O, carries 0.194; number 4, O, carries 0.196; number 5, O, carries 0.040; number 6, O, carries 0.084; number 7, O, carries -0.172; number 8, N, carries 0.146; number 9, N, carries 0.324; number 10, N, carries -0.265; number 11, C, carries -0.339; number 12, C, carries -0.152; number 13, C, carries -0.211; number 14, C, carries -0.082; number 15, C, carries -0.181; number 16, C, carries -0.381; number 17, C, carries -0.365; number 18, C, carries -0.500; number 19, H, carries 0.073; number 20, H, carries 0.158; number 21, H, carries 0.122; number 22, H, carries 0.036; number 23, H, carries 0.111; number 24, H, carries 0.161; number 25, H, carries 0.161; number 26, H, carries 0.113; number 27, H, carries 0.103; number 28, H, carries 0.090; number 29, H, carries 0.112; number 30, H, carries 0.153; number 31, H, carries 0.019; number 32, H, carries -0.012; number 33, H, carries 0.007; number 34, H, carries 0.109; number 35, H, carries 0.096; number 36, H, carries 0.101